Molecular formula: C21H10Br6CoNO3
Method: DFT, ωB97M-V with the def2-TZVPD basis set

Last column: Mulliken charge in e.
Cartesian coordinates (Å):
Co1 0.64 0.51 0.64  0.324
C1 1.61 -2.09 2.26  -0.016
C2 0.35 -2.47 2.67  -0.612
C3 -0.44 -1.60 3.41  -0.352
C4 0.04 -0.34 3.73  -0.287
C5 1.32 0.05 3.33  -0.326
C6 2.11 -0.83 2.60  -0.560
H1 2.22 -2.75 1.65  0.391
H2 -0.03 -3.45 2.40  0.387
H3 -1.44 -1.89 3.71  0.387
H4 -0.59 0.36 4.27  0.336
H5 1.70 1.02 3.61  0.381
H6 3.10 -0.54 2.29  0.305
Br1 4.01 2.76 -4.85  -0.201
C7 3.40 1.70 -3.40  0.153
C8 3.80 0.38 -3.27  0.214
Br2 4.98 -0.41 -4.52  -0.207
C9 3.33 -0.38 -2.18  -0.388
Br3 3.82 -2.19 -1.91  -0.183
C10 2.46 0.16 -1.25  -0.002
O1 2.00 -0.49 -0.20  -0.459
C11 2.04 1.51 -1.39  1.206
O2 1.20 1.96 -0.48  -1.038
C12 2.52 2.26 -2.46  -0.194
Br4 1.91 4.04 -2.57  -0.155
Br5 -3.06 3.47 2.24  -0.201
C13 -3.06 2.06 0.99  -0.283
C14 -4.24 1.79 0.26  -0.343
C15 -4.30 0.76 -0.64  -0.049
Br6 -5.92 0.46 -1.58  -0.275
C16 -3.17 -0.06 -0.86  0.435
C17 -3.11 -1.16 -1.75  -0.732
C18 -1.95 -1.88 -1.87  -0.996
C19 -0.82 -1.50 -1.11  -0.139
N1 -0.86 -0.49 -0.29  0.215
C20 -2.00 0.23 -0.14  0.344
C21 -1.91 1.30 0.83  0.921
O3 -0.81 1.46 1.48  -0.586
H7 -5.11 2.42 0.42  0.396
H8 -3.98 -1.42 -2.33  0.306
H9 -1.88 -2.72 -2.54  0.407
H10 0.13 -2.01 -1.20  0.474

E_tot ... -17913.73258 a.u.
Orbital gap (alpha / beta) ... 6.61 / 6.67 eV
Energy above the lowest of the compared OMol25 structures with the same formula, charge and spin ... 0.00 kcal per mole
Net charge ... -1
Largest force on an atom ... 0.00889 Eh/bohr
HOMO level (alpha / beta) ... -0.16049 / -0.16239 Eh
Spin multiplicity ... 2

Molecular formula: C7H10ClN
Method: DFT, ωB97M-V with the def2-TZVPD basis set

Last column: Mulliken charge in e.
Cartesian coordinates (Å):
C1 -2.01 1.58 0.02  -1.476
C2 -0.87 0.72 -0.17  0.913
C3 0.39 1.14 -0.17  -0.565
N1 1.45 0.28 -0.43  -0.144
C4 2.41 -0.18 0.60  -0.053
Cl1 4.07 -0.28 0.20  -0.178
C5 1.29 -1.16 -0.41  -0.337
C6 -0.06 -1.59 0.15  -0.701
C7 -1.11 -0.76 -0.45  -0.695
H1 -2.69 1.56 -0.73  0.381
H2 -1.51 2.66 0.04  0.313
H3 -2.51 1.45 1.03  0.297
H4 0.64 2.21 0.13  0.215
H5 2.20 -0.21 1.64  0.390
H6 1.73 -1.66 -1.31  0.318
H7 0.04 -1.36 1.18  0.301
H8 -0.21 -2.68 0.03  0.318
H9 -2.01 -0.72 0.11  0.381
H10 -1.25 -0.98 -1.45  0.323

Structure (SMILES) ... CC1=CN2[C@H](Cl)[C@H]2CC1
E_tot ... -787.55786 a.u.
Orbital gap ... 8.93 eV
Energy above the lowest of the compared OMol25 structures with the same formula, charge and spin ... 37.00 kcal per mole
Net charge ... 0
Largest force on an atom ... 0.10873 Eh/bohr
HOMO level ... -0.29196 Eh

Molecular formula: C3H14NO2
Method: DFT, ωB97M-V with the def2-TZVPD basis set

Last column: Mulliken charge in e.
Cartesian coordinates (Å):
C1 -0.97 0.43 -1.97  -1.084
C2 -1.06 1.04 -0.59  -0.434
N1 0.10 0.62 0.25  -0.019
C3 0.09 1.19 1.61  -0.971
H1 -1.26 -0.61 -1.96  0.328
H2 0.00 0.65 -2.39  0.305
H3 -1.69 0.92 -2.63  0.390
H4 -1.95 0.78 -0.02  0.331
H5 -1.03 2.12 -0.62  0.386
H6 0.14 -0.41 0.25  0.268
H7 1.02 0.83 -0.13  0.410
H8 -0.92 1.11 2.06  0.349
H9 0.84 0.73 2.24  0.341
H10 0.24 2.27 1.50  0.422
H11 2.77 -0.86 -1.17  0.286
H12 2.21 -2.15 -0.52  0.281
O1 2.06 -1.20 -0.62  -0.572
H13 0.32 -3.07 1.64  0.286
H14 -0.93 -2.22 1.60  0.312
O2 0.03 -2.16 1.47  -0.614

E_tot ... -327.70435 a.u.
Orbital gap ... 12.75 eV
Energy above the lowest of the compared OMol25 structures with the same formula, charge and spin ... 11.44 kcal per mole
Net charge ... +1
Largest force on an atom ... 0.02630 Eh/bohr
HOMO level ... -0.57650 Eh

Molecular formula: C7H8O3
Method: DFT, ωB97M-V with the def2-TZVPD basis set

Last column: Mulliken charge in e.
Cartesian coordinates (Å):
C1 0.93 0.35 -1.16  -1.025
C2 1.41 0.72 0.20  0.244
O1 2.13 1.96 0.28  -0.560
C3 0.02 0.88 0.90  0.367
O2 -0.41 2.00 1.18  -0.633
C4 -0.78 -0.35 1.02  0.416
C5 -2.20 -0.31 0.76  -0.558
C6 -2.65 -1.58 0.80  -0.412
O3 -1.58 -2.45 1.14  -0.320
C7 -0.47 -1.64 1.23  -0.206
H1 0.13 -0.52 -1.09  0.358
H2 1.73 0.00 -1.74  0.362
H3 0.58 1.33 -1.59  0.269
H4 1.91 -0.01 0.89  0.264
H5 1.67 2.71 0.62  0.329
H6 -2.62 0.68 0.68  0.419
H7 -3.69 -2.03 0.63  0.347
H8 0.46 -1.93 1.71  0.339

Structure (SMILES) ... C[C@@H](O)C(=O)c1ccoc1
E_tot ... -497.18414 a.u.
Orbital gap ... 10.04 eV
Energy above the lowest of the compared OMol25 structures with the same formula, charge and spin ... 50.44 kcal per mole
Net charge ... 0
Largest force on an atom ... 0.07646 Eh/bohr
HOMO level ... -0.35141 Eh

Q: What is the largest force on an atom in the fourth record?
A: 0.07646 Eh/bohr